DFT (wB97M-V/def2-TZVPD) results for the molecule C5H8O.

Geometry as XYZ:
```
14
C5H8O, DFT wB97M-V/def2-TZVPD
H 1.05 -1.00 1.71
C 1.00 0.45 0.01
C -0.40 0.56 -0.57
H -0.40 1.01 1.64
H -0.46 1.17 -1.47
H 0.10 2.41 0.58
O 1.49 -1.87 -0.05
H 1.80 0.84 -0.61
C -0.02 1.33 0.67
H -1.97 -0.71 -1.40
H -1.64 -1.02 0.33
C 1.23 -0.90 0.62
H -0.49 -1.52 -0.88
C -1.20 -0.73 -0.63
```

Output
Structure (SMILES) = C[C@H]1C[C@H]1C=O
E_tot = -7360.717 eV
Highest occupied orbital energy = -9.87 eV
Orbital gap = 0.3978 Eh

Atomic charges from the Mulliken analysis, expressed in e, are listed below:
1 H 0.334
2 C 0.011
3 C 0.206
4 H 0.232
5 H 0.334
6 H 0.271
7 O -0.474
8 H 0.390
9 C -0.755
10 H 0.362
11 H 0.313
12 C -0.208
13 H 0.308
14 C -1.325